No. 1
15
Properties=species:S:1:pos:R:3 method="wB97M-V/def2-TZVPD" charge=+1 homo_lumo_gap_ev="9.72 / 6.39" homo_energy_ev="-13.4 / -13.9" spin_multiplicity=6
O -0.70721 1.88940 -0.40035
O -0.72431 0.13983 0.91264
C 1.67494 -1.58278 -0.33827
C 2.95570 -0.83856 -0.12010
O 2.67908 0.53078 0.05129
C -1.35158 1.02082 0.24999
H 1.32464 -2.31231 0.39709
H 1.09374 -1.39041 -1.24669
H 3.62668 -0.98526 -0.98797
H 3.48093 -1.24287 0.76484
O -3.46279 -0.12988 0.37133
O -3.50440 2.01594 -0.14612
C -2.89227 0.96637 0.16223
Rh 0.94365 1.01827 0.27045
Li -5.13680 0.90065 0.05964

---

No. 2
10
Properties=species:S:1:pos:R:3 method="wB97M-V/def2-TZVPD" charge=0 homo_lumo_gap_ev=9.03 homo_energy_ev=-9.2 spin_multiplicity=1
C -0.99586 0.16085 -0.67621
C -0.38296 1.05421 0.15284
N 0.96806 0.99963 -0.05957
C 1.53278 -0.16326 0.02888
N 0.76778 -1.21791 0.41433
C -0.48484 -0.94939 0.10636
H -1.88766 0.23144 -1.29325
H -0.82767 1.68463 0.92959
H 2.59353 -0.27813 -0.17360
H -1.28318 -1.52207 0.57063

---

No. 3
10
Properties=species:S:1:pos:R:3 method="wB97M-V/def2-TZVPD" smiles="N#C[C@@H]1C=C1N" charge=0 homo_lumo_gap_ev=9.95 homo_energy_ev=-9.3 spin_multiplicity=1
N -0.50648 -1.47707 -0.75245
C 0.02966 0.64259 0.72470
C 0.25672 -0.56442 -0.11051
C 1.33480 0.08725 0.19299
C -0.62550 1.79433 0.10046
N -1.18380 2.67695 -0.40011
H -0.03279 -2.20007 -1.27002
H -1.33068 -1.77687 -0.25338
H -0.27140 0.51568 1.76817
H 2.39342 0.26490 0.09476

---

No. 4
10
Properties=species:S:1:pos:R:3 method="wB97M-V/def2-TZVPD" smiles=C#C[C@H](N)C#N charge=0 homo_lumo_gap_ev=11.08 homo_energy_ev=-10.4 spin_multiplicity=1
N 0.48224 1.43675 -0.02554
C 0.14406 0.12276 0.50709
C -0.84948 -0.68155 -0.20943
C -1.73174 -1.25196 -0.79481
C 1.38935 -0.60573 0.70908
N 2.40829 -1.12084 0.87058
H 1.20271 1.35276 -0.70706
H -0.32204 1.87494 -0.44995
H -0.21308 0.64373 1.40523
H -2.51030 -1.77085 -1.30519

---

E (hartree)
-648.688094; -264.209919; -264.240538; -264.222432